{
  "formula": "C2N4O5S",
  "method": "ωB97M-V/def2-TZVPD",
  "species": ["C", "C", "N", "N", "N", "N", "O", "O", "O", "O", "O", "S"],
  "xyz": [[1.995804, -1.025069, -0.252791], [0.301266, -0.183575, 1.328783], [2.889888, -1.538242, -0.790604], [0.502814, 1.143478, -1.786078], [0.869883, -0.552511, 0.138712], [-0.035187, 0.257181, -2.225481], [0.684076, -0.392041, 2.473887], [-1.217041, 2.048221, 1.275976], [-0.518501, -0.603681, -2.771481], [-1.744157, 0.283521, -0.395951], [-2.364372, -0.017423, 1.966447], [-1.364473, 0.580139, 1.038581]],
  "forces_ev_per_angstrom": [[-0.8, -0.2, 1.0], [1.3, -1.6, -1.0], [1.2, -0.3, -0.4], [-0.8, -0.9, -1.0], [-1.4, 0.9, 1.6], [3.4, 5.9, 2.3], [-0.1, 0.5, -0.3], [0.5, -1.6, -0.1], [-2.5, -4.4, -2.3], [0.6, 0.3, 2.4], [1.6, 0.2, -0.5], [-3.1, 1.2, -1.6]],
  "charge": -2,
  "homo_ev": -1.4,
  "homo_lumo_gap_ev": 7.74
}


{
  "formula": "C2NO2S",
  "method": "ωB97M-V/def2-TZVPD",
  "species": ["C", "C", "N", "O", "O", "S"],
  "xyz": [[0.296049, 0.937060, -0.145738], [0.755090, -2.209117, 0.494230], [-0.840220, 0.706455, 0.149059], [1.443794, 1.268857, -0.281469], [0.860834, -1.397769, -0.356005], [-2.515549, 0.694516, 0.139921]],
  "forces_ev_per_angstrom": [[-2.5, 0.9, 1.1], [0.5, 4.1, -4.3], [2.9, 0.5, -0.8], [0.1, -0.3, -0.2], [-0.3, -5.0, 4.2], [-0.7, -0.2, 0.0]],
  "charge": -1,
  "homo_ev": -2.7,
  "homo_lumo_gap_ev": 6.73
}


Total energy, record by record: -1069.5943 -679.6602 a.u.